The following is a DFT calculation (ωB97M-V/def2-TZVPD) of a cluster of 8 separate species, C32H75N7OS in total.

```
116
Properties=species:S:1:pos:R:3:mulliken_charge:R:1
C 9.2863 -5.9909 22.1978 -1.465
C 9.6178 -5.7335 20.7327 -0.329
N 11.0410 -5.5569 20.4761 0.188
C 11.2623 -5.0935 19.0999 -0.494
C 11.2313 -3.5770 19.0138 -0.844
C 11.8414 -6.7182 20.8220 -0.691
C 11.6026 -7.9780 19.9736 -0.956
H 9.7738 -5.2252 22.8014 0.338
H 9.6632 -6.9596 22.5369 0.296
H 8.2077 -6.0181 22.3354 0.434
H 9.1563 -6.5072 20.0899 0.349
H 9.0926 -4.8148 20.4490 0.343
H 12.2376 -5.4361 18.7436 0.396
H 10.4740 -5.5226 18.4650 0.242
H 12.1636 -3.0718 19.2731 0.301
H 10.9608 -3.1996 18.0219 -0.163
H 10.4796 -3.1242 19.6676 0.333
H 11.7400 -6.9521 21.8814 0.406
H 12.8930 -6.4402 20.6935 0.389
H 12.2723 -8.7799 20.2942 0.410
H 11.8515 -7.7562 18.9350 0.222
H 10.5859 -8.3608 20.0486 0.261
C 15.9329 6.6344 15.2855 -1.501
C 14.8449 5.6099 15.1649 -0.020
N 14.9533 4.7462 14.0044 0.447
C 13.9730 3.6710 14.0504 0.803
C 12.4992 4.0920 13.9816 -1.296
C 15.0307 5.3922 12.7137 -0.226
C 15.7078 4.5417 11.6538 -1.229
H 15.8801 7.3489 14.4627 0.398
H 16.9296 6.1926 15.2695 0.312
H 15.8102 7.2211 16.1965 0.431
H 14.8277 4.9553 16.0438 0.068
H 13.8701 6.1360 15.2048 0.166
H 14.1470 3.0467 13.1722 -0.355
H 14.1169 3.1214 14.9830 -0.247
H 11.8826 3.2030 13.8184 0.254
H 12.1164 4.5381 14.9015 0.095
H 12.2668 4.7499 13.1443 0.448
H 15.6045 6.3128 12.8078 0.303
H 14.0472 5.7312 12.3435 0.242
H 15.1877 3.6136 11.4116 0.110
H 16.7101 4.2261 11.9626 0.303
H 15.8496 5.1327 10.7466 0.438
C 16.8875 1.1463 17.8943 -0.928
C 17.7651 1.5553 16.7168 -0.789
N 18.4184 0.5047 15.9452 0.078
C 19.5801 -0.0334 16.6565 -0.307
C 20.5142 -0.8348 15.7619 -1.369
C 17.4908 -0.5756 15.6124 -0.551
C 16.4458 -0.1750 14.5629 -0.516
H 17.2983 0.2759 18.4139 0.311
H 15.8890 0.8451 17.5672 0.116
H 16.8244 1.9520 18.6213 0.409
H 17.2195 2.2192 16.0387 0.360
H 18.5453 2.2143 17.1145 0.442
H 20.1143 0.8008 17.1174 0.457
H 19.2768 -0.6622 17.5162 0.236
H 20.1832 -1.8645 15.6415 0.326
H 20.6279 -0.3617 14.7847 0.320
H 21.5186 -0.8435 16.1911 0.425
H 16.9744 -0.9631 16.5015 0.300
H 18.0695 -1.3987 15.1904 0.340
H 15.9757 0.7851 14.7661 -0.186
H 15.7074 -0.9850 14.6002 0.187
H 16.8588 -0.1909 13.5551 0.275
C 13.3071 5.4234 19.5921 -1.289
C 11.8822 5.4485 19.0717 -0.240
N 11.1650 4.1816 19.1255 0.258
C 9.9523 4.2388 18.3376 -0.134
C 8.8308 5.0227 19.0329 -1.528
C 11.9471 2.9823 18.8872 -1.867
C 12.3850 2.7898 17.4378 0.692
H 13.3695 5.2012 20.6558 0.337
H 13.7667 6.3973 19.4143 0.408
H 13.9070 4.7142 19.0196 0.198
H 11.3298 6.1896 19.6589 0.407
H 11.9260 5.8742 18.0492 0.270
H 9.5825 3.2185 18.1903 0.368
H 10.1006 4.6513 17.3249 0.083
H 7.8930 4.8603 18.4967 0.452
H 9.0062 6.0999 18.9724 0.320
H 8.7445 4.7188 20.0722 0.352
H 12.8167 2.9592 19.5467 0.442
H 11.3836 2.1124 19.2415 0.341
H 13.0232 1.9297 17.2372 0.184
H 11.4826 2.6782 16.8330 0.116
H 12.9333 3.6790 17.1112 -0.207
C 8.0598 -2.2503 16.4124 -0.330
C 8.0964 -3.6656 16.7893 0.321
N 8.1243 -4.7710 17.0742 -0.425
H 7.3180 -1.7588 17.0398 0.345
H 7.8103 -2.1405 15.3630 0.290
H 9.0316 -1.8127 16.6481 -0.160
C 13.9374 0.4636 11.6937 -0.204
C 13.0670 1.4653 11.0643 0.274
N 12.3856 2.2439 10.5726 -0.515
H 13.6885 -0.4998 11.2530 0.405
H 13.7317 0.4164 12.7577 -0.225
H 14.9668 0.7501 11.4989 0.328
C 12.0214 0.3374 14.9141 -0.002
C 11.5810 -0.1632 16.2145 -0.126
N 11.2239 -0.5259 17.2398 -0.446
H 13.1056 0.3007 14.8817 -0.306
H 11.5837 1.3211 14.7579 0.340
H 11.6284 -0.3240 14.1428 0.593
C 14.5282 -4.2174 15.6015 -1.056
S 13.2677 -2.9638 15.7629 0.705
O 13.4297 -2.1366 14.5308 -0.597
C 11.8481 -4.0009 15.4049 -0.881
H 14.4777 -4.9595 16.4045 0.357
H 15.5170 -3.7669 15.6384 0.280
H 14.3677 -4.7441 14.6603 0.328
H 11.9972 -4.5516 14.4818 0.576
H 11.0221 -3.2937 15.3341 0.068
H 11.6501 -4.6393 16.2676 0.254
```

For the LUMO energy, the calculation gives 0.3946 eV. For the total energy, the calculation gives -57711.2307 eV. The frontier orbital gap is 8.6 eV.